No. 1
Molecular formula: C18H41AsCl8F6N5O5
Method: DFT, wB97M-V/def2-TZVPD

CARTESIAN COORDINATES (ANGSTROEM)
As  -0.999  -0.426  0.140
Cl  6.494  -3.848  2.284
Cl  3.484  -5.028  3.158
Cl  0.889  -3.800  -2.338
Cl  4.326  -0.020  -4.310
Cl  -3.764  2.269  -2.462
Cl  1.126  0.459  -4.304
Cl  -1.312  3.392  -4.882
Cl  -0.362  -6.028  -0.304
F  -1.137  -0.944  -1.507
F  0.027  0.864  -0.412
F  -0.921  0.006  1.797
F  -2.009  -1.783  0.572
F  -2.375  0.578  -0.092
F  0.451  -1.351  0.341
O  -0.732  6.561  -0.920
O  1.562  3.448  2.463
O  -1.258  -5.289  4.074
O  4.648  1.115  -0.558
O  -6.606  -1.419  0.345
N  -0.009  4.883  3.205
N  -5.313  0.419  0.073
N  -2.221  -3.853  2.594
N  0.925  5.289  -0.050
N  2.728  1.667  0.520
C  4.011  1.862  0.187
C  -2.395  1.969  -4.795
C  -0.302  5.460  -0.649
C  3.244  -0.817  -3.136
C  4.577  3.172  0.657
C  4.916  -3.107  1.889
C  -1.115  4.206  -0.838
C  0.109  -3.545  3.245
C  2.018  -0.033  -2.829
C  -2.499  1.416  -3.393
C  -1.170  -4.284  3.373
C  -5.665  -0.871  -0.191
C  3.811  -4.112  1.675
C  -0.862  -4.114  -2.236
C  0.547  3.653  3.114
C  -1.260  -4.598  -0.846
C  -4.765  -1.640  -1.133
C  -0.153  2.534  3.817
H  -1.237  2.653  3.838
H  0.058  -2.453  3.279
H  -1.009  3.869  -1.868
H  5.655  3.108  0.765
H  -2.168  4.456  -0.712
H  -2.330  -4.766  -0.794
H  0.586  -3.750  2.285
H  0.106  1.622  3.289
H  1.324  -0.572  -2.193
H  -3.934  -1.028  -1.482
H  -2.702  0.348  -3.423
H  -4.423  -2.551  -0.661
H  -1.179  -4.793  -3.025
H  1.412  6.138  0.174
H  0.160  2.412  4.855
H  -0.935  5.066  3.549
H  -5.912  0.999  0.627
H  -1.572  1.556  -2.844
H  -2.201  -3.011  2.019
H  0.405  5.708  2.807
H  1.120  4.411  0.401
H  3.796  -1.001  -2.217
H  2.209  0.872  0.188
H  -5.383  -1.871  -2.004
H  5.042  -2.460  1.025
H  2.217  2.361  1.050
H  4.679  -2.465  2.737
H  -4.456  0.799  -0.296
H  4.312  3.923  -0.091
H  2.919  -3.533  1.424
H  4.011  -4.778  0.842
H  3.018  -1.776  -3.594
H  -1.935  1.239  -5.461
H  4.171  3.521  1.609
H  -0.901  3.473  -0.061
H  -0.976  -3.797  -0.169
H  2.276  0.899  -2.331
H  -1.323  -3.144  -2.418
H  0.809  -3.827  4.027
H  -3.356  2.241  -5.219
H  -3.044  -4.410  2.739

Properties
- total energy (eV) = -214354.3115
- 2S+1 = 1
- HOMO level (eV) = -7.54
- charge = -1

No. 2
Molecular formula: C4H9OPS
Method: DFT, wB97M-V/def2-TZVPD

CARTESIAN COORDINATES (ANGSTROEM)
S  2.497  -1.356  0.020
P  -3.344  -0.709  0.044
O  -1.657  -0.608  -0.230
C  0.725  0.279  1.297
C  0.689  0.456  -1.174
C  0.792  -0.518  0.023
C  -0.559  -1.428  -0.006
H  -3.473  0.144  -1.130
H  1.456  1.066  1.287
H  1.339  1.222  -1.182
H  1.028  -0.130  -2.018
H  -0.553  -1.741  0.999
H  -0.427  0.708  -1.307
H  -0.358  -2.209  -0.696
H  -0.269  0.713  1.362
H  0.936  -0.311  2.192

Properties
- total energy (eV) = -26461.8468
- 2S+1 = 1
- energy above the lowest of the compared OMol25 structures with the same formula, charge and spin (eV) = 4.607
- HOMO level (alpha / beta) (eV) = -9.38 / -8.31
- charge = 0

No. 3
Molecular formula: C21H31N3O4S
Method: DFT, wB97M-V/def2-TZVPD

CARTESIAN COORDINATES (ANGSTROEM)
S  -3.283  -1.216  0.179
O  5.878  -1.319  0.498
O  2.256  2.231  0.291
O  -3.650  -0.991  1.690
O  -3.910  -2.333  -0.507
N  4.214  0.252  0.389
N  -3.378  0.182  -0.559
N  2.517  -1.934  0.067
C  5.196  1.360  -0.106
C  1.187  -1.765  0.158
C  0.203  3.564  -0.040
C  1.425  -2.462  -1.966
C  -5.710  0.858  -0.769
C  1.292  2.492  -0.841
C  -1.548  -1.389  0.454
C  -3.137  1.553  0.310
C  -0.904  -1.608  -1.159
C  0.564  -1.921  -0.956
C  3.315  3.286  0.395
C  -4.220  1.969  1.064
C  0.627  1.410  -1.113
C  3.765  -1.878  0.790
C  4.780  -1.119  0.539
C  0.502  -1.320  1.606
C  -5.418  2.164  0.415
C  2.681  -2.130  -1.412
C  4.384  2.686  -0.657
C  -4.475  0.607  -1.363
C  -0.754  -1.144  1.506
H  -2.831  2.275  -0.245
H  3.739  3.138  1.438
H  -1.506  -1.803  -1.842
H  1.212  -1.232  2.307
H  4.078  2.154  -1.637
H  -6.455  0.844  -1.228
H  -0.023  1.657  -1.941
H  -0.339  3.195  0.623
H  1.940  3.143  -1.231
H  3.430  0.467  0.509
H  -4.534  1.127  1.829
H  3.046  4.135  0.197
H  -5.901  -0.043  0.164
H  0.743  4.549  0.183
H  -4.667  -0.473  -1.971
H  3.525  -2.540  -1.698
H  -1.259  -0.956  2.303
H  3.494  -1.705  1.764
H  -4.408  1.207  -2.126
H  5.238  3.475  -0.666
H  0.150  0.861  -0.400
H  4.209  -3.053  0.961
H  -5.044  2.873  -0.586
H  1.458  0.828  -1.679
H  -2.103  1.080  1.022
H  -3.973  2.710  1.581
H  1.223  -2.521  -2.920
H  -0.537  3.845  -0.686
H  6.026  1.115  -0.450
H  5.675  1.592  0.895
H  -6.378  2.519  0.675

Properties
- total energy (eV) = -45749.9226
- 2S+1 = 1
- energy above the lowest of the compared OMol25 structures with the same formula, charge and spin (eV) = 27.655
- HOMO level (eV) = -8.02
- charge = 0

No. 4
Molecular formula: C4H12OSSi
Method: DFT, wB97M-V/def2-TZVPD

CARTESIAN COORDINATES (ANGSTROEM)
S  -3.593  -0.179  0.376
Si  -0.441  0.606  -0.552
O  0.851  0.086  0.227
C  -0.653  2.417  -0.486
C  -1.688  -0.601  0.344
C  2.097  -0.547  0.104
C  2.032  -1.873  0.781
H  2.428  -0.580  -0.942
H  -1.604  2.878  -0.892
H  1.602  -1.630  1.772
H  -1.600  -0.691  1.414
H  -0.033  2.977  -1.261
H  2.965  -2.441  0.754
H  -0.601  2.758  0.524
H  -1.558  -1.537  -0.229
H  2.911  0.031  0.639
H  1.307  -2.553  0.240
H  -3.806  0.502  -0.851
H  -0.615  0.377  -1.961

Properties
- structure (SMILES) = CCO[Si@H](C)CS
- total energy (eV) = -25102.9322
- 2S+1 = 1
- energy above the lowest of the compared OMol25 structures with the same formula, charge and spin (eV) = 1.099
- HOMO level (eV) = -8.71
- charge = 0